Record 1
Computed, not measured: a gas-phase ion, C5H12NO (charge +1), with wB97M-V/def2-TZVPD.

Cartesian coordinates (Å):
1 O 0.715 -2.443 0.016
2 C 1.355 -1.212 -0.260
3 C 0.412 -0.163 0.313
4 N 0.686 1.259 -0.033
5 C -0.626 2.019 -0.249
6 C -1.672 1.018 0.181
7 C -1.082 -0.408 -0.007
8 H 1.310 -2.994 0.526
9 H 1.449 -1.106 -1.341
10 H 2.337 -1.229 0.204
11 H 0.412 -0.256 1.402
12 H 1.280 1.286 -0.860
13 H 1.297 1.716 0.633
14 H -0.556 2.973 0.261
15 H -0.735 2.223 -1.314
16 H -1.914 1.169 1.236
17 H -2.621 1.092 -0.347
18 H -1.168 -0.702 -1.053
19 H -1.585 -1.055 0.695

Computed properties:
SMILES string = OC[C@@H]1CCC[NH2+]1
Electronic energy = -327.4493 Ha
Molecular weight = 102.2 u
Gap between HOMO and LUMO = 11.29 eV
Net charge = +1
HOMO level = -14.696 eV

Record 2
Computed, not measured: a gas-phase ion, C5H12NO (charge +1), with wB97M-V/def2-TZVPD.

Cartesian coordinates (Å):
1 C 1.233 0.021 -0.841
2 O 0.320 -0.128 -1.958
3 C 0.352 0.952 0.079
4 C -0.587 0.138 0.914
5 C -0.141 -1.002 1.759
6 C -0.486 -2.251 1.423
7 N -0.560 1.849 -0.720
8 H 2.059 0.531 -1.326
9 H 1.417 -0.775 -0.102
10 H 0.379 -0.926 -2.532
11 H 0.871 1.642 0.728
12 H -1.154 0.783 1.602
13 H -1.425 -0.161 0.245
14 H 0.276 -0.807 2.759
15 H -0.112 -3.174 1.925
16 H -1.218 -2.445 0.639
17 H -0.237 2.516 -1.408
18 H -1.292 2.318 -0.182
19 H -0.757 1.139 -1.492

Computed properties:
SMILES string = C=CC[C@H]([NH3+])CO
Electronic energy = -327.3889 Ha
Molecular weight = 102.2 u
Gap between HOMO and LUMO = 10.16 eV
Net charge = +1
HOMO level = -13.446 eV

Record 3
Computed, not measured: 2 unconnected molecules or ions with the total composition C5H12NO2, with wB97M-V/def2-TZVPD.

Cartesian coordinates (Å):
1 C 1.357 -1.139 0.178
2 O 1.212 -1.918 -0.951
3 C 0.925 0.307 -0.075
4 C -0.416 0.751 0.523
5 C -0.533 2.289 0.526
6 C -2.775 2.396 -0.200
7 N -1.871 2.869 0.543
8 H 0.776 -1.548 1.028
9 H 2.403 -1.116 0.555
10 H 0.944 0.584 -1.129
11 H 1.668 0.984 0.379
12 H -0.569 0.318 1.506
13 H -1.227 0.356 -0.092
14 H 0.029 2.608 -0.348
15 H -0.025 2.649 1.412
16 H -3.728 2.911 -0.195
17 H -2.693 1.502 -0.832
18 H 2.250 -4.499 -0.049
19 H 1.333 -3.192 -0.594
20 O 1.361 -4.297 -0.357

Computed properties:
Electronic energy = -402.9180 Ha
Molecular weight = 118.2 u
Gap between HOMO and LUMO = 6.99 eV
Net charge = -1
HOMO level = -3.565 eV

Record 4
Computed, not measured: 2 unconnected molecules or ions with the total composition C5H12NO2, with wB97M-V/def2-TZVPD.

Cartesian coordinates (Å):
1 C -0.931 -0.380 -0.825
2 N -0.949 -1.889 -0.916
3 C -0.447 -2.467 0.379
4 O -1.157 -2.005 1.385
5 C 0.443 0.235 -0.723
6 C 0.903 0.614 0.759
7 C 1.239 2.167 0.727
8 O -1.131 2.759 -1.025
9 H -1.595 0.029 0.030
10 H -1.385 -0.031 -1.764
11 H -1.965 -2.055 -0.789
12 H -0.526 -3.606 0.158
13 H 0.584 -2.358 0.385
14 H 1.213 -0.178 -1.369
15 H 0.038 1.379 -1.051
16 H 0.076 0.409 1.454
17 H 2.190 2.270 0.232
18 H 1.326 2.479 1.768
19 H 0.369 2.661 0.052
20 H 1.704 -0.032 1.133

Computed properties:
Electronic energy = -402.6854 Ha
<S²> = 0.76
Molecular weight = 118.2 u
Gap between HOMO and LUMO (spin up / spin down) = 6.69 / 6.66 eV
Net charge = -2
2S+1 = 2
HOMO level (spin up / spin down) = 0.370 / 0.376 eV

Record 5
Computed, not measured: a molecular structure, C5H12NO3S2, with wB97M-V/def2-TZVPD.

Cartesian coordinates (Å):
1 C 1.941 -0.644 0.245
2 C -3.283 0.145 -0.782
3 C -0.189 0.892 0.722
4 C -0.661 1.075 -0.660
5 C 0.648 -0.340 1.005
6 N -0.285 -1.504 0.847
7 O 2.100 -1.439 -0.839
8 O 2.648 -1.767 0.452
9 O 3.000 0.893 0.049
10 S 4.449 0.782 -0.393
11 S -1.641 -0.352 -1.304
12 H -3.107 0.965 -0.063
13 H -3.784 -0.716 -0.337
14 H -3.906 0.321 -1.713
15 H 0.478 1.889 0.747
16 H -1.005 1.161 1.429
17 H 0.201 1.185 -1.286
18 H -1.353 1.859 -0.694
19 H 0.938 -0.344 2.099
20 H 0.099 -2.247 0.369
21 H -0.995 -1.035 0.077
22 H -0.689 -1.694 1.791
23 H 4.399 0.916 -1.759

Computed properties:
Electronic energy = -1274.0525 Ha
Molecular weight = 198.3 u
Gap between HOMO and LUMO (spin up / spin down) = 8.45 / 8.45 eV
Net charge = +1
HOMO level (spin up / spin down) = -11.689 / -11.688 eV

Record 6
Computed, not measured: a molecular structure, C5H12NO7S2, with wB97M-V/def2-TZVPD.

Cartesian coordinates (Å):
1 C -2.638 0.467 0.444
2 O -2.047 -0.691 -0.123
3 C -1.874 -1.731 0.821
4 C -0.537 -1.709 1.572
5 C 0.675 -1.356 0.707
6 S 1.843 -0.193 1.471
7 O 2.999 -1.017 1.802
8 O 1.143 0.447 2.573
9 N 2.346 0.827 0.334
10 S 1.434 1.963 -0.301
11 O 0.155 2.174 0.357
12 O 2.248 3.119 -0.626
13 C 0.905 1.324 -1.907
14 O 2.026 1.021 -2.727
15 O 1.683 1.338 -4.087
16 H -2.076 0.812 1.320
17 H -2.588 1.262 -0.306
18 H -3.683 0.257 0.709
19 H -1.979 -2.677 0.273
20 H -2.695 -1.698 1.556
21 H -0.578 -1.067 2.455
22 H -0.401 -2.735 1.943
23 H 1.302 -2.238 0.545
24 H 0.384 -0.974 -0.267
25 H 0.259 0.451 -1.775
26 H 0.321 2.141 -2.346
27 H 1.374 0.485 -4.416

Computed properties:
Electronic energy = -1575.4485 Ha
Molecular weight = 262.3 u
Gap between HOMO and LUMO = 9.02 eV
Net charge = -1
HOMO level = -6.037 eV

- Which formula does entry 3 have?
  C5H12NO2